# 1
The following is a DFT calculation (wB97M-V/def2-TZVPD) of 2 unconnected molecules or ions with the total composition C35H47NO3 in a non-equilibrium geometry.

XYZ file:
```
86
Properties=species:S:1:pos:R:3:mulliken_charge:R:1
C 4.097 -0.543 2.028 -1.0990
C 2.893 0.349 2.108 -0.0881
O 2.106 -0.023 3.253 -0.2211
C 1.009 0.762 3.351 0.6368
C 0.132 0.360 4.456 0.6696
C -1.153 0.961 4.665 0.3962
O -1.965 0.469 5.478 -0.8201
C -1.614 2.155 3.837 -1.2484
C -2.074 1.703 2.463 -0.3062
C -3.468 1.059 2.411 -1.0018
C -3.464 -0.365 1.834 -0.8758
C -3.339 -1.457 2.905 -0.2655
C -2.454 -2.632 2.472 -1.2472
C -0.977 -2.373 2.798 0.1676
C -0.644 -2.629 4.271 -0.8015
C 0.713 -2.087 4.719 -0.6182
C 0.622 -0.701 5.381 -1.6486
O 0.847 1.677 2.543 -0.7811
H 4.668 -0.257 1.142 0.1625
H 4.747 -0.419 2.899 0.3443
H 3.825 -1.599 1.923 0.3095
H 3.190 1.399 2.210 0.2573
H 2.281 0.255 1.202 0.2609
H -2.442 2.638 4.367 0.4675
H -0.775 2.839 3.700 0.3776
H -2.066 2.575 1.795 0.5064
H -1.311 1.027 2.057 0.1906
H -3.918 1.062 3.413 0.4519
H -4.098 1.683 1.762 0.3925
H -4.410 -0.524 1.296 0.4287
H -2.656 -0.463 1.095 0.2918
H -2.945 -1.017 3.836 0.1199
H -4.345 -1.828 3.151 0.4653
H -2.800 -3.534 2.992 0.3858
H -2.549 -2.802 1.392 0.3761
H -0.337 -3.009 2.167 0.4658
H -0.712 -1.332 2.542 -0.2676
H -1.439 -2.211 4.907 0.2712
H -0.655 -3.721 4.424 0.4781
H 1.146 -2.790 5.442 0.3678
H 1.398 -1.987 3.870 0.1793
H 1.614 -0.429 5.764 0.4583
H -0.080 -0.766 6.219 0.4237
C 1.021 1.682 -5.794 -1.4686
C 0.178 1.756 -4.523 1.9312
C -1.192 2.354 -4.851 -2.0961
C -0.024 0.358 -3.943 -1.4514
C 0.891 2.642 -3.506 -1.1893
N 0.339 3.770 -3.019 0.1771
C 1.193 4.405 -2.113 -0.2998
C 2.348 3.615 -2.009 0.6220
C 3.309 3.962 -1.071 -0.0323
C 3.151 5.134 -0.320 -0.9692
C 2.008 5.933 -0.469 -0.5822
C 0.992 5.557 -1.366 -0.9791
C 2.182 2.468 -2.914 2.4153
C 3.047 1.396 -3.091 -0.1207
C 4.385 1.307 -2.582 -0.3128
C 5.345 2.354 -2.670 -0.8505
C 6.599 2.222 -2.083 -0.4154
C 6.948 1.058 -1.391 1.1348
C 8.265 0.965 -0.687 -1.5017
C 6.043 -0.012 -1.368 -0.8545
C 4.801 0.096 -1.972 -0.7366
H 2.003 1.238 -5.602 0.2933
H 0.509 1.079 -6.558 0.4434
H 1.175 2.690 -6.200 0.3637
H -1.835 2.394 -3.962 0.4279
H -1.104 3.354 -5.293 0.4194
H -1.697 1.716 -5.588 0.4209
H -0.607 0.417 -3.015 0.4349
H -0.573 -0.270 -4.659 0.4409
H 0.921 -0.142 -3.715 0.2824
H -0.581 4.129 -3.259 0.2740
H 4.171 3.320 -0.930 0.3464
H 3.934 5.417 0.383 0.4394
H 1.916 6.843 0.125 0.4022
H 0.078 6.133 -1.496 0.4282
H 2.674 0.536 -3.645 0.4435
H 5.080 3.285 -3.180 0.5040
H 7.319 3.043 -2.127 0.4171
H 8.404 -0.029 -0.256 0.3620
H 9.103 1.161 -1.366 0.3712
H 8.344 1.697 0.126 0.3238
H 6.329 -0.939 -0.868 0.3147
H 4.094 -0.739 -1.961 0.4135
```

The energy relative to the best compared isomer or geometry (same formula, charge and spin) is 0.0 kcal per mole. The maximum force comes out at 3.36 eV/A. The HOMO energy is -0.17799 hartree. The total energy is -44688.104 eV. For the orbital gap, the calculation gives 1.8 eV.


# 2
The following is a DFT calculation (wB97M-V/def2-TZVPD) of a molecular structure, C35H48Al2Cl3F8GaIMgN2O15 in a non-equilibrium geometry.

XYZ file:
```
116
Properties=species:S:1:pos:R:3:mulliken_charge:R:1
C -3.348 4.435 -2.068 -1.5317
C -2.377 3.908 -1.084 0.7429
C -1.891 4.800 -0.081 -0.6447
C -1.031 4.378 0.871 -1.2533
C -0.594 3.068 0.897 0.8821
C 0.311 2.683 2.007 0.0628
C 1.689 2.150 1.575 -1.3068
C -0.459 1.613 2.845 -1.5618
C -1.070 2.152 -0.121 0.2270
O -0.702 0.885 -0.133 -0.1440
C 0.516 0.844 -0.954 -0.6805
Ga 1.658 -0.830 -0.432 -0.2924
C 0.715 -1.827 1.060 -0.7734
N 1.316 -1.648 2.394 -0.4913
C 3.552 -0.228 -0.031 -1.0523
C 4.430 -1.246 0.703 -0.8349
C 4.428 -1.081 2.238 -0.8007
I 6.431 -1.151 3.005 0.6918
O 1.806 -2.074 -1.893 -0.4548
C 0.958 -1.890 -2.865 0.1064
O 1.152 -1.148 -3.807 -0.6003
C -0.322 -2.693 -2.889 0.7034
C -1.130 -2.918 -1.799 -0.1087
C -2.253 -3.696 -1.891 -0.8286
C -2.609 -4.284 -3.078 -0.3296
C -1.796 -4.047 -4.170 0.0176
C -0.686 -3.267 -4.075 -0.8509
C -1.946 2.630 -1.072 -0.5300
H -4.136 4.934 -1.496 0.4260
H -2.931 5.199 -2.734 0.2961
H -3.850 3.643 -2.613 0.4097
H -2.236 5.824 -0.077 0.5003
H -0.677 5.047 1.636 0.5353
H 0.479 3.543 2.634 0.9821
H 2.410 2.402 2.349 0.5521
H 2.048 2.582 0.646 0.4892
H 1.612 1.073 1.470 -0.3855
H -0.415 0.682 2.284 0.2505
H -0.050 1.524 3.848 0.3456
H -1.512 1.896 2.859 0.4970
H 1.110 1.749 -0.858 0.5525
H 0.212 0.789 -2.005 0.7805
H -0.339 -1.499 1.110 0.4358
H 0.682 -2.894 0.831 0.7767
H 1.660 -0.714 2.552 -0.0663
H 0.705 -1.947 3.138 0.2879
H 4.020 -0.072 -1.004 0.6183
H 3.582 0.738 0.467 0.4190
H 5.455 -1.020 0.380 0.7586
H 4.264 -2.283 0.424 0.1567
H 3.921 -0.195 2.598 0.4622
H 3.903 -1.944 2.633 0.5471
H -0.895 -2.494 -0.834 0.4313
H -2.883 -3.868 -1.033 0.5532
H -3.498 -4.907 -3.142 0.2645
H -2.039 -4.495 -5.147 0.2512
H -0.084 -3.110 -4.957 0.5556
H -2.327 1.971 -1.839 0.5034
Mg 6.060 -2.055 5.596 0.8452
N 4.181 1.657 5.981 0.8456
O 2.951 1.684 6.214 -0.6340
O 4.655 0.890 5.073 -0.4788
O 4.945 2.330 6.645 -0.5050
C 9.917 0.135 2.148 0.7203
O 11.004 -0.224 1.671 -0.4535
O 9.169 0.968 1.348 -0.4084
O 9.440 -0.184 3.250 -0.5484
H 9.781 1.032 0.591 0.3261
C -5.167 -3.790 1.776 -0.7931
C -4.912 -5.284 1.483 1.0173
C -5.794 -5.938 0.415 0.1997
F -7.107 -5.890 0.745 -0.2496
F -5.460 -7.229 0.283 -0.2458
F -4.967 -5.963 2.636 -0.2676
F -3.625 -5.397 1.035 -0.2844
O -5.960 -3.468 2.925 -0.3513
C -7.315 -3.423 2.977 0.6845
C -7.906 -4.494 3.901 0.1721
F -7.534 -5.717 3.507 -0.1975
F -9.253 -4.419 3.835 -0.2458
F -7.908 -3.502 1.680 -0.2309
F -7.644 -2.219 3.440 -0.2783
H -4.193 -3.373 2.026 0.3934
H -5.489 -3.246 0.885 0.3523
H -5.657 -5.446 -0.555 0.1346
H -7.573 -4.330 4.928 0.3101
Al -2.636 -6.368 -4.955 0.7052
C -1.255 6.936 -6.966 -0.5700
C -1.362 8.288 -6.269 -0.5419
C -2.363 7.991 -5.163 -0.4744
O -2.185 6.608 -4.809 -0.3332
C -1.358 5.972 -5.794 -0.4219
H -0.339 6.808 -7.539 0.3366
H -2.102 6.798 -7.641 0.2682
H -0.397 8.562 -5.838 0.2636
H -1.683 9.096 -6.923 0.3417
H -3.392 8.124 -5.511 0.2896
H -2.213 8.613 -4.281 0.2757
H -0.376 5.787 -5.345 0.2807
H -1.798 5.014 -6.074 0.2740
C 0.831 5.077 6.420 -0.5629
O 2.015 4.635 5.766 -0.4499
H 0.636 6.102 6.111 0.2343
H -0.028 4.450 6.147 0.2139
H 0.960 5.054 7.504 0.2822
H 2.183 3.725 6.047 0.3006
C 3.481 -4.960 -2.879 0.9492
O 2.506 -5.674 -2.702 -0.4066
O 3.822 -4.455 -3.972 -0.2641
O 4.295 -4.603 -1.997 -0.2625
Al -9.411 -2.824 0.338 0.9065
C 7.635 -5.850 -1.931 0.3517
Cl 6.929 -7.220 -1.067 -0.1329
Cl 8.448 -4.756 -0.806 -0.1200
Cl 8.745 -6.401 -3.178 -0.1041
H 6.833 -5.304 -2.408 -0.0080
```

Its net charge is +3. The maximum force comes out at 1.91 eV/A. The HOMO energy is -0.47009 hartree. The total energy is -209143.889 eV. For the orbital gap, the calculation gives 1.4 eV.


Number 1 is which compound? C35H47NO3